1.
Entry from the OMol25 dataset: a 11-piece molecular cluster, C57H144N8O19 overall at a distorted geometry (ωB97M-V/def2-TZVPD).

ORCA input file:
```
! RIJCOSX wB97M-V def2-TZVPD def2/J DEFGRID3
* xyz 0 1
C 6.35 0.74 -2.74
O 5.93 1.87 -2.03
C 4.79 1.71 -1.23
C 4.43 3.01 -0.56
N 4.12 4.02 -1.55
C 3.83 5.35 -1.00
C 3.83 6.37 -2.10
O 3.30 7.58 -1.58
C 3.03 8.56 -2.54
H 6.55 -0.09 -2.06
H 7.31 0.99 -3.20
H 5.65 0.41 -3.52
H 4.99 0.95 -0.47
H 3.91 1.39 -1.81
H 5.30 3.33 0.04
H 3.63 2.80 0.14
H 4.97 4.16 -2.10
H 4.58 5.63 -0.25
H 2.87 5.39 -0.47
H 3.28 6.04 -2.99
H 4.87 6.58 -2.40
H 3.83 8.65 -3.28
H 2.99 9.52 -2.03
H 2.08 8.43 -3.06
C 1.06 -1.01 4.14
O 1.77 -1.13 2.93
C 3.04 -0.51 2.93
C 3.60 -0.54 1.51
N 4.02 -1.89 1.12
C 4.44 -1.93 -0.28
C 4.77 -3.34 -0.76
O 3.75 -4.31 -0.69
C 2.63 -4.07 -1.54
H 1.55 -1.53 4.96
H 0.07 -1.46 4.03
H 0.96 0.04 4.42
H 3.66 -1.09 3.63
H 3.03 0.54 3.25
H 4.50 0.08 1.43
H 2.93 -0.09 0.78
H 3.27 -2.57 1.22
H 5.39 -1.41 -0.45
H 3.64 -1.51 -0.91
H 5.54 -3.75 -0.08
H 5.34 -3.40 -1.69
H 2.89 -4.14 -2.60
H 2.20 -3.07 -1.45
H 1.94 -4.87 -1.29
C -2.70 3.70 -3.42
O -2.84 2.41 -2.91
C -2.87 1.41 -3.90
C -3.51 0.17 -3.31
N -4.94 0.44 -3.09
C -5.61 -0.69 -2.43
C -5.23 -0.88 -0.98
O -5.57 0.30 -0.25
C -5.66 0.03 1.13
H -3.46 3.93 -4.17
H -1.73 3.80 -3.92
H -2.80 4.48 -2.66
H -1.88 1.19 -4.32
H -3.43 1.74 -4.79
H -2.99 -0.19 -2.42
H -3.47 -0.62 -4.07
H -5.04 1.25 -2.48
H -5.31 -1.55 -3.04
H -6.69 -0.56 -2.49
H -4.16 -1.03 -0.85
H -5.79 -1.73 -0.57
H -5.86 0.95 1.67
H -4.71 -0.39 1.48
H -6.45 -0.70 1.33
C -0.01 3.72 5.84
O -0.89 4.38 4.97
C -2.12 4.67 5.58
C -3.08 5.38 4.62
N -3.04 4.76 3.29
C -3.75 5.55 2.26
C -3.43 4.88 0.93
O -2.05 4.85 0.75
C -1.60 4.52 -0.55
H -0.39 2.70 6.00
H 0.10 4.15 6.85
H 0.98 3.60 5.42
H -1.95 5.35 6.42
H -2.64 3.80 6.00
H -2.68 6.40 4.51
H -4.09 5.42 5.01
H -2.07 4.79 2.99
H -3.30 6.55 2.30
H -4.83 5.60 2.39
H -3.93 5.34 0.07
H -3.81 3.86 1.06
H -1.97 3.52 -0.80
H -0.53 4.66 -0.64
H -2.01 5.28 -1.23
C -3.31 -9.25 2.29
O -2.19 -9.75 2.98
C -2.20 -9.36 4.34
C -2.30 -7.86 4.72
N -1.13 -7.05 4.39
C -1.05 -6.67 2.97
C 0.13 -5.74 2.72
O -0.05 -4.94 1.57
C 0.92 -3.93 1.44
H -3.44 -8.16 2.26
H -4.24 -9.69 2.66
H -3.25 -9.57 1.25
H -1.23 -9.69 4.72
H -3.04 -9.83 4.89
H -2.30 -7.85 5.81
H -3.20 -7.37 4.35
H -0.24 -7.44 4.68
H -1.93 -6.05 2.80
H -1.09 -7.53 2.31
H 1.08 -6.28 2.62
H 0.23 -5.09 3.60
H 1.93 -4.34 1.36
H 0.88 -3.26 2.31
H 0.64 -3.31 0.59
C -2.61 -4.49 -6.14
O -2.10 -3.67 -5.10
C -0.73 -3.38 -5.27
C -0.46 -2.28 -4.25
N 0.93 -1.91 -4.01
C 1.60 -1.37 -5.16
C 3.10 -1.20 -4.90
O 3.70 -2.46 -4.96
C 5.08 -2.40 -4.71
H -3.69 -4.51 -6.03
H -2.24 -5.52 -6.10
H -2.35 -4.06 -7.11
H -0.46 -3.03 -6.27
H -0.13 -4.28 -5.08
H -1.03 -2.45 -3.34
H -0.99 -1.41 -4.68
H 0.95 -1.28 -3.22
H 1.06 -0.47 -5.49
H 1.58 -1.99 -6.07
H 3.27 -0.70 -3.94
H 3.50 -0.51 -5.66
H 5.48 -3.41 -4.72
H 5.28 -1.94 -3.74
H 5.63 -1.79 -5.44
C 5.95 8.55 -0.50
O 6.36 7.45 0.28
C 6.48 7.76 1.65
C 6.48 6.47 2.44
N 5.16 5.92 2.65
C 5.13 4.56 3.16
C 3.70 4.14 3.38
O 3.07 3.73 2.18
C 1.75 3.28 2.36
H 6.78 9.27 -0.61
H 5.10 9.12 -0.10
H 5.72 8.19 -1.50
H 5.66 8.40 1.99
H 7.42 8.27 1.89
H 6.97 6.62 3.41
H 7.10 5.75 1.88
H 4.55 5.94 1.84
H 5.66 4.54 4.12
H 5.61 3.79 2.55
H 3.12 4.91 3.91
H 3.60 3.28 4.06
H 1.52 2.67 1.48
H 1.01 4.09 2.38
H 1.67 2.60 3.21
C -2.72 -2.98 1.48
O -3.45 -4.18 1.64
C -4.85 -4.01 1.67
C -5.45 -5.42 1.78
N -5.32 -6.07 0.50
C -5.78 -7.45 0.50
C -5.16 -8.32 -0.59
O -5.47 -9.65 -0.30
C -4.84 -10.60 -1.13
H -3.16 -2.31 0.73
H -1.75 -3.29 1.09
H -2.47 -2.49 2.42
H -5.25 -3.58 0.74
H -5.17 -3.41 2.52
H -6.48 -5.31 2.12
H -4.93 -6.02 2.54
H -4.38 -5.97 0.14
H -6.86 -7.41 0.30
H -5.55 -7.82 1.51
H -4.08 -8.12 -0.53
H -5.49 -8.03 -1.60
H -5.13 -10.53 -2.19
H -5.06 -11.59 -0.76
H -3.75 -10.42 -1.08
C -3.15 -0.07 4.09
C -2.83 1.36 3.74
C -2.23 1.48 2.32
O -3.97 2.20 3.82
H -2.28 -0.69 3.91
H -3.91 -0.42 3.39
H -3.41 -0.22 5.14
H -2.04 1.76 4.38
H -1.33 0.86 2.28
H -2.03 2.48 1.96
H -3.00 1.08 1.65
H -3.72 3.12 3.54
C -0.92 0.92 -1.69
C 0.21 0.57 -0.76
C 0.01 -0.80 -0.12
O 1.42 0.45 -1.50
H -0.98 0.26 -2.55
H -0.85 1.96 -2.02
H -1.87 0.86 -1.15
H 0.25 1.32 0.05
H 0.70 -0.85 0.73
H 0.31 -1.60 -0.81
H -0.99 -0.96 0.27
H 1.65 1.36 -1.78
C 0.73 2.40 -4.81
C 1.39 3.50 -3.98
C 0.43 4.67 -3.77
O 1.65 3.02 -2.64
H 0.38 2.81 -5.75
H -0.10 2.03 -4.20
H 1.50 1.64 -4.99
H 2.34 3.75 -4.48
H 0.06 4.98 -4.75
H 0.93 5.51 -3.30
H -0.40 4.33 -3.16
H 2.48 3.46 -2.33
*
```

For the LUMO energy, the calculation gives 0.5754 eV. For the total energy, the calculation gives -112256.8291 eV. The SMILES is COCCNCCOC.COCCNCCOC.COCCNCCOC.COCCNCCOC.COCCNCCOC.COCCNCCOC.COCCNCCOC.COCCNCCOC.CC(C)O.CC(C)O.CC(C)O. The calculation puts the energy above the lowest of the compared OMol25 structures with the same formula, charge and spin at 0.0 kcal per mole. The HOMO-LUMO gap comes out at 8.83 eV. The HOMO energy is -8.2587 eV.

Atomic partial charges in e from the Löwdin method, atoms 1 to 4:
1 C -0.11
2 O -0.17
3 C -0.22
4 C -0.19

---

2.
Entry from the OMol25 dataset: a 14-piece molecular cluster, C57H147N5O19 overall at a distorted geometry (ωB97M-V/def2-TZVPD).

ORCA input file:
```
! RIJCOSX wB97M-V def2-TZVPD def2/J DEFGRID3
* xyz 0 1
C -3.18 0.57 -2.23
O -2.22 0.22 -1.25
C -2.12 1.20 -0.22
C -1.09 0.69 0.79
N 0.31 0.81 0.37
C 1.16 0.32 1.47
C 2.66 0.44 1.29
O 3.27 -0.55 0.47
C 3.32 -0.28 -0.92
H -4.14 0.64 -1.70
H -3.35 -0.24 -2.93
H -3.04 1.54 -2.73
H -3.09 1.21 0.29
H -1.79 2.15 -0.65
H -1.41 -0.34 1.02
H -1.20 1.21 1.75
H 0.42 0.15 -0.39
H 0.89 -0.74 1.64
H 0.94 0.86 2.39
H 3.14 0.28 2.26
H 2.90 1.49 1.05
H 3.97 0.58 -1.09
H 2.33 -0.12 -1.36
H 3.73 -1.15 -1.44
C 4.63 -8.43 2.71
O 4.14 -7.14 2.41
C 3.70 -7.12 1.06
C 3.46 -5.70 0.60
N 4.70 -4.91 0.62
C 4.42 -3.50 0.91
C 5.58 -2.79 1.58
O 5.71 -3.28 2.90
C 6.82 -2.74 3.61
H 3.94 -9.22 2.41
H 4.93 -8.50 3.75
H 5.51 -8.67 2.10
H 2.74 -7.65 1.04
H 4.40 -7.61 0.36
H 2.72 -5.33 1.33
H 2.97 -5.61 -0.37
H 5.15 -5.27 1.47
H 3.55 -3.38 1.57
H 4.08 -2.93 0.05
H 5.32 -1.72 1.59
H 6.54 -2.95 1.07
H 6.53 -1.70 3.83
H 7.76 -2.81 3.06
H 6.86 -3.27 4.56
C -6.55 -3.09 -0.30
O -6.64 -3.65 -1.59
C -5.45 -3.48 -2.31
C -5.64 -3.90 -3.77
N -6.55 -2.99 -4.45
C -7.04 -3.48 -5.73
C -7.89 -2.43 -6.43
O -9.10 -2.28 -5.74
C -10.02 -1.49 -6.46
H -7.49 -3.18 0.23
H -6.26 -2.03 -0.33
H -5.78 -3.63 0.27
H -4.67 -4.10 -1.86
H -5.15 -2.42 -2.36
H -6.01 -4.93 -3.71
H -4.65 -3.90 -4.22
H -7.38 -2.80 -3.88
H -7.59 -4.43 -5.60
H -6.18 -3.72 -6.37
H -8.04 -2.72 -7.48
H -7.33 -1.49 -6.46
H -10.35 -2.03 -7.36
H -9.57 -0.57 -6.84
H -10.90 -1.29 -5.86
C 6.53 2.39 -0.81
O 5.90 3.10 0.22
C 6.06 2.53 1.49
C 5.31 3.40 2.50
N 5.50 3.02 3.88
C 4.87 1.74 4.23
C 5.12 1.51 5.70
O 4.23 2.33 6.47
C 4.67 2.48 7.80
H 7.60 2.64 -0.73
H 6.20 2.69 -1.80
H 6.41 1.31 -0.72
H 7.13 2.45 1.74
H 5.63 1.53 1.55
H 4.26 3.35 2.16
H 5.59 4.44 2.34
H 5.34 3.75 4.56
H 5.42 0.99 3.66
H 3.80 1.71 3.97
H 6.18 1.61 5.93
H 4.79 0.49 5.96
H 5.68 2.89 7.90
H 4.71 1.49 8.29
H 3.98 3.12 8.33
C -0.58 1.08 10.15
O -0.79 1.21 8.76
C -0.48 2.50 8.26
C 0.97 2.65 7.81
N 1.35 1.98 6.57
C 0.82 0.61 6.38
C 1.49 -0.08 5.22
O 2.52 -0.93 5.69
C 3.24 -1.61 4.70
H -1.36 1.63 10.69
H 0.37 1.53 10.47
H -0.53 0.03 10.41
H -0.63 3.25 9.05
H -1.13 2.69 7.40
H 1.61 2.42 8.68
H 1.17 3.71 7.67
H 2.37 1.96 6.55
H -0.24 0.72 6.16
H 0.97 0.03 7.29
H 1.83 0.63 4.45
H 0.74 -0.68 4.70
H 3.74 -2.46 5.15
H 4.01 -0.95 4.27
H 2.62 -1.96 3.86
C 7.58 0.09 -4.67
C 7.60 -0.53 -3.26
C 6.57 -1.61 -3.11
O 8.90 -1.12 -3.09
H 8.40 0.80 -4.83
H 6.67 0.60 -5.00
H 7.75 -0.74 -5.36
H 7.49 0.30 -2.55
H 6.64 -2.40 -3.85
H 5.59 -1.14 -3.24
H 6.52 -2.13 -2.15
H 9.53 -0.40 -3.11
C 0.70 0.84 -5.49
C 0.47 -0.53 -4.87
C 0.22 -1.60 -5.92
O 1.58 -0.88 -4.04
H -0.23 1.23 -5.92
H 1.43 0.83 -6.30
H 0.96 1.58 -4.73
H -0.44 -0.50 -4.26
H -0.69 -1.33 -6.46
H -0.05 -2.52 -5.39
H 1.05 -1.74 -6.61
H 1.14 -1.16 -3.23
C -0.70 4.50 2.83
C 0.21 3.66 3.69
C 1.55 4.37 4.01
O -0.48 3.35 4.90
H -0.16 4.87 1.94
H -1.14 5.32 3.39
H -1.49 3.91 2.37
H 0.42 2.69 3.22
H 1.41 5.14 4.77
H 1.90 4.87 3.10
H 2.31 3.66 4.31
H 0.16 2.84 5.44
C -1.64 -3.34 -1.71
C -0.26 -2.79 -1.36
C 0.86 -3.58 -2.00
O -0.14 -1.44 -1.79
H -2.47 -2.80 -1.25
H -1.70 -4.40 -1.43
H -1.77 -3.29 -2.80
H -0.10 -2.85 -0.27
H 0.68 -3.76 -3.06
H 0.85 -4.60 -1.59
H 1.86 -3.19 -1.80
H -0.91 -0.90 -1.52
C -4.95 -1.80 2.88
C -3.52 -2.28 3.14
C -2.96 -3.12 2.04
O -2.71 -1.11 3.26
H -4.99 -1.30 1.91
H -5.28 -1.08 3.63
H -5.71 -2.59 2.77
H -3.49 -2.83 4.09
H -1.89 -3.28 2.16
H -3.08 -2.62 1.07
H -3.47 -4.08 1.98
H -3.11 -0.52 3.91
C -7.88 3.38 -4.68
C -6.56 2.60 -4.71
C -5.42 3.48 -4.17
O -6.73 1.46 -3.89
H -7.78 4.27 -5.31
H -8.00 3.76 -3.67
H -8.74 2.77 -4.94
H -6.33 2.32 -5.74
H -5.57 3.68 -3.10
H -5.41 4.46 -4.66
H -4.43 3.04 -4.29
H -6.14 0.74 -4.22
C -2.86 4.77 -1.60
C -4.09 4.36 -0.78
C -3.81 4.31 0.72
O -5.04 5.39 -1.05
H -2.27 5.59 -1.21
H -3.13 5.03 -2.63
H -2.21 3.90 -1.66
H -4.37 3.38 -1.16
H -3.15 3.51 1.06
H -4.77 4.29 1.24
H -3.30 5.22 1.07
H -5.85 5.19 -0.55
C 1.28 5.44 -1.63
C 1.30 3.93 -1.43
C 2.67 3.32 -1.20
O 0.40 3.58 -0.40
H 0.26 5.80 -1.46
H 1.64 5.69 -2.63
H 1.94 5.94 -0.91
H 0.86 3.57 -2.37
H 3.00 3.67 -0.22
H 3.40 3.59 -1.96
H 2.55 2.25 -1.26
H 0.56 2.64 -0.14
C -3.57 0.70 -6.16
C -4.38 -0.58 -6.04
C -3.50 -1.81 -6.11
O -5.10 -0.58 -4.81
H -4.17 1.60 -6.26
H -2.88 0.71 -7.00
H -2.92 0.94 -5.31
H -5.04 -0.57 -6.91
H -4.03 -2.76 -6.03
H -2.69 -1.74 -5.38
H -3.04 -1.90 -7.10
H -5.49 -1.46 -4.61
*
```

For the LUMO energy, the calculation gives 0.5253 eV. For the total energy, the calculation gives -107840.1958 eV. The calculation puts the energy above the lowest of the compared OMol25 structures with the same formula, charge and spin at 0.0 kcal per mole. The HOMO-LUMO gap comes out at 9.32 eV. The HOMO energy is -8.7941 eV.

Atomic partial charges in e from the Löwdin method, atoms 1 to 4:
1 C -0.08
2 O -0.23
3 C -0.17
4 C -0.18